# 1
A molecular structure, C43H92F16N10O25S10 at a distorted geometry. Source: the Open Molecules 2025 dataset; level of theory: ωB97M-V with the def2-TZVPD basis set.

Structure (XYZ):
```
196
Properties=species:S:1:pos:R:3:forces:R:3:lowdin_charge:R:1
C 23.571 12.082 10.872 0.0 0.0 0.5 -0.07
C 23.367 11.806 12.379 0.6 0.6 0.9 -0.19
C 24.349 12.653 13.208 -0.7 -0.1 -2.3 -0.17
N 23.887 12.975 14.539 1.1 0.0 2.5 -0.25
C 25.071 13.726 15.138 -1.4 0.0 -0.2 0.04
C 22.697 13.919 14.624 -0.4 -1.5 -1.6 -0.07
C 22.154 13.774 16.015 0.6 -0.6 -0.3 -0.13
C 22.637 12.397 16.494 0.4 0.2 2.7 -0.16
C 23.512 11.795 15.461 2.1 0.1 -1.0 -0.09
H 24.511 11.690 10.456 -0.2 -0.1 0.3 0.08
H 23.563 13.160 10.631 -0.2 -0.4 0.3 0.08
H 22.748 11.611 10.369 -0.3 -0.2 -0.6 0.06
H 23.515 10.763 12.722 -0.3 0.3 -0.8 0.12
H 22.377 12.123 12.740 0.0 -0.5 -0.7 0.10
H 24.499 13.617 12.691 0.0 -0.6 0.4 0.11
H 25.304 12.141 13.235 0.3 0.0 0.4 0.14
H 25.167 14.576 14.477 0.6 0.3 0.0 0.07
H 25.931 13.067 15.139 0.1 0.1 0.3 0.11
H 24.736 14.095 16.099 0.4 -0.1 0.4 0.11
H 23.099 14.873 14.343 -0.3 0.7 -0.3 0.10
H 21.989 13.491 13.869 0.4 0.8 0.7 0.14
H 22.477 14.573 16.623 1.1 0.8 0.9 0.10
H 21.111 13.926 16.066 -1.3 -0.6 -0.4 0.06
H 23.189 12.479 17.462 -0.2 0.3 -0.7 0.14
H 21.863 11.686 16.738 -0.1 0.5 0.1 0.06
H 24.482 11.331 15.833 -1.2 0.6 -0.4 0.16
H 22.995 11.077 14.856 -0.2 -0.3 -0.3 0.09
C 13.071 20.552 20.768 2.0 -0.3 0.6 -0.09
C 13.432 19.881 19.432 0.4 1.4 0.9 -0.20
C 13.641 20.988 18.400 0.5 0.2 0.2 -0.14
N 13.798 20.558 17.014 0.7 -0.4 -0.4 -0.28
C 12.590 19.991 16.432 -0.8 -1.3 -1.2 0.02
C 15.026 19.670 16.880 0.3 0.4 -0.3 -0.06
C 15.385 19.804 15.406 0.8 -0.7 0.7 -0.13
C 14.992 21.243 15.061 1.2 0.7 -0.9 -0.14
C 14.153 21.765 16.201 0.5 0.9 0.0 -0.12
H 12.110 20.982 20.752 -1.3 0.6 0.0 0.05
H 13.826 21.364 20.875 -0.6 -0.3 0.3 0.09
H 13.168 19.901 21.687 -0.1 0.5 -1.2 0.10
H 12.743 19.108 19.194 -0.7 -0.5 -0.6 0.10
H 14.397 19.466 19.589 0.8 -0.8 0.0 0.07
H 14.595 21.574 18.538 -1.1 -0.6 0.8 0.15
H 12.820 21.668 18.281 -0.6 0.7 0.8 0.13
H 11.797 20.714 16.424 -0.1 0.9 -0.2 0.10
H 12.132 19.201 17.023 0.7 -0.5 0.1 0.10
H 12.803 19.625 15.390 -0.3 0.1 1.0 0.12
H 14.873 18.656 17.226 -0.5 -0.2 -0.1 0.13
H 15.727 20.118 17.566 0.4 0.2 0.0 0.10
H 14.753 19.027 14.942 0.2 0.5 -0.5 0.07
H 16.453 19.537 15.199 -1.0 0.5 0.3 0.10
H 14.550 21.203 14.092 -1.1 0.4 -0.4 0.07
H 15.789 22.005 14.863 -0.1 -1.1 0.5 0.11
H 13.299 22.387 15.950 -0.4 -0.6 -0.3 0.13
H 14.721 22.483 16.817 0.2 -0.7 -0.1 0.14
C 12.216 16.742 9.388 0.7 1.1 0.2 -0.07
C 13.042 17.972 9.827 -0.5 0.0 -2.1 -0.24
C 14.083 17.536 10.783 0.0 1.2 0.8 -0.13
N 14.971 18.732 11.179 -0.2 -1.3 -0.3 -0.21
C 14.165 19.842 11.845 0.9 -0.3 0.4 0.04
C 15.890 19.141 10.050 -1.3 -1.7 -0.9 -0.10
C 17.000 19.837 10.745 1.6 -0.3 0.4 -0.12
C 17.133 19.234 12.193 -0.5 -1.1 -1.4 -0.11
C 15.979 18.195 12.181 -0.2 1.4 1.0 -0.10
H 12.783 16.040 8.767 -0.2 0.3 0.1 0.08
H 11.318 17.134 8.919 -0.1 -0.5 -0.3 0.07
H 11.989 16.322 10.338 -0.8 -1.1 0.6 0.05
H 12.321 18.659 10.301 0.5 0.1 -0.3 0.12
H 13.510 18.373 8.876 -0.5 0.1 1.2 0.12
H 14.705 16.801 10.297 0.3 -0.2 0.2 0.10
H 13.628 17.168 11.724 0.5 0.1 -0.4 0.13
H 13.480 19.291 12.498 -0.3 0.4 -0.2 0.09
H 13.753 20.697 11.249 0.3 -1.4 0.0 0.13
H 14.911 20.265 12.501 -0.1 0.5 0.1 0.04
H 15.289 19.702 9.360 -0.1 0.9 -0.2 0.12
H 16.111 18.208 9.434 0.2 1.1 1.2 0.12
H 16.753 20.868 10.834 0.0 0.9 0.1 0.08
H 17.945 19.761 10.207 -0.1 0.0 -0.2 0.11
H 16.904 20.027 12.845 0.0 1.0 1.2 0.07
H 18.137 18.811 12.446 -1.0 0.2 -0.4 0.09
H 15.426 18.012 13.123 0.4 -0.1 -0.4 0.11
H 16.345 17.309 11.739 0.1 -0.9 0.0 0.05
C 20.199 20.402 15.966 0.4 1.4 1.6 -0.09
C 20.211 18.893 16.016 0.3 -1.1 -2.2 -0.22
C 18.776 18.390 15.877 0.0 0.0 0.7 -0.13
N 18.640 16.914 15.707 0.2 -1.5 1.2 -0.23
C 19.339 16.172 16.820 -0.2 -0.6 -1.3 0.06
C 17.182 16.436 15.629 1.9 -0.2 -3.0 -0.05
C 17.267 15.012 14.991 -1.2 1.3 0.2 -0.11
C 18.567 15.002 14.217 2.2 -1.3 0.1 -0.12
C 19.188 16.399 14.434 -0.3 0.9 -2.2 -0.10
H 19.569 20.734 16.823 0.0 -0.1 -0.6 0.08
H 19.917 20.992 15.087 -0.3 -0.8 -0.2 0.07
H 21.170 20.836 16.244 0.0 -0.5 -0.2 0.08
H 20.720 18.560 16.916 -0.3 0.0 0.3 0.10
H 20.773 18.396 15.162 -0.3 1.0 0.8 0.11
H 18.308 18.820 14.995 0.0 0.1 -0.1 0.11
H 18.207 18.666 16.775 -0.1 -0.1 -0.2 0.13
H 18.929 15.187 16.926 -0.3 -0.6 -0.3 0.09
H 19.171 16.644 17.728 -0.2 1.2 1.6 0.06
H 20.383 16.050 16.586 0.4 0.3 0.0 0.10
H 16.764 16.270 16.544 -1.0 0.8 2.5 0.06
H 16.742 17.180 14.972 -0.6 -0.1 0.3 0.12
H 17.114 14.352 15.862 0.6 -0.4 -0.9 0.10
H 16.401 14.909 14.323 0.2 -0.1 0.3 0.13
H 19.273 14.179 14.573 -0.9 1.0 -0.2 0.11
H 18.490 14.803 13.136 -0.3 0.3 0.5 0.11
H 20.286 16.504 14.390 -0.6 -0.3 0.2 0.14
H 18.778 17.095 13.632 0.5 -0.8 0.8 0.14
C 18.550 22.516 21.582 1.0 0.9 -1.3 0.01
C 19.843 23.360 21.374 -1.1 -1.3 0.9 -0.56
O 20.257 24.110 22.214 0.5 1.6 1.0 0.04
N 20.510 22.991 20.282 -1.5 -0.2 0.2 -0.01
H 19.933 22.331 19.803 0.5 -0.4 -1.1 0.11
H 25.240 21.304 12.139 -1.4 -1.1 -1.1 0.15
C 21.653 23.576 19.687 0.1 1.5 -1.3 -0.07
H 18.022 22.836 22.436 -0.5 0.6 0.9 0.06
H 18.917 21.530 21.779 -0.1 -0.9 -0.1 0.06
H 17.898 22.554 20.699 0.2 -0.3 0.2 0.08
H 22.016 24.522 20.168 -0.6 -1.1 0.1 0.10
H 21.371 23.881 18.641 0.6 -0.4 0.7 0.10
H 22.404 22.816 19.676 1.0 -0.1 -0.3 0.07
C 12.966 16.773 14.943 -0.7 1.6 0.6 -0.50
O 14.017 16.307 15.805 0.4 0.0 -1.2 -0.09
O 13.413 17.740 14.186 -0.3 0.6 -0.3 -0.18
C 12.379 15.683 14.052 2.3 -1.5 0.5 -0.58
F 11.935 14.628 14.744 -1.1 -0.5 0.6 0.12
F 11.410 16.083 13.259 -0.4 0.4 -0.5 0.17
F 13.388 15.123 13.310 -0.4 0.7 -0.5 0.11
C 13.554 15.677 16.922 -0.3 -0.9 2.3 -0.30
C 14.762 15.425 17.861 0.3 1.0 -2.1 -0.03
H 15.285 16.384 17.983 -0.4 -0.1 0.7 0.05
H 14.497 14.952 18.769 -0.2 -0.3 1.0 0.06
H 15.539 14.838 17.342 -0.6 -0.3 0.2 0.07
H 13.021 14.755 16.681 0.3 -0.3 0.1 0.11
H 12.746 16.286 17.433 0.8 -0.1 -0.1 0.12
H 12.145 17.017 15.742 0.3 0.1 -1.1 0.15
C 23.459 20.462 12.414 0.7 -2.1 0.5 -0.39
O 22.487 21.387 12.519 -0.4 1.7 0.6 -0.07
O 24.561 20.756 11.627 1.6 1.7 1.2 0.03
C 23.832 20.067 13.909 0.3 -0.1 -2.5 -0.66
F 24.841 19.275 14.105 2.3 -1.7 -0.9 0.18
F 24.169 21.124 14.587 -0.4 2.7 1.3 0.19
F 22.837 19.433 14.446 -2.6 -0.4 1.1 0.18
C 21.456 21.249 11.523 0.9 1.4 0.2 -0.21
C 20.479 20.220 12.002 1.7 -0.8 0.3 -0.04
H 19.974 20.629 12.879 -0.2 -0.5 -0.1 0.08
H 19.861 19.914 11.205 -1.2 -0.1 -0.7 0.05
H 21.096 19.285 12.189 -0.9 1.0 0.4 0.10
H 21.977 21.017 10.591 -0.4 -0.2 -0.2 0.13
H 21.092 22.290 11.463 -0.4 -0.7 -0.2 0.13
H 23.003 19.626 11.882 0.5 -0.8 0.4 0.14
N 25.399 17.671 11.696 0.6 -0.4 -0.6 -0.30
S 24.393 16.611 12.127 -2.1 1.3 2.8 0.51
O 23.007 16.749 11.692 1.8 -0.3 -0.1 -0.31
O 24.514 16.476 13.595 -0.1 -0.6 -1.9 -0.35
F 24.865 15.196 11.566 0.3 0.0 -0.5 -0.21
S 26.288 17.906 10.389 -1.8 1.9 3.6 0.49
O 26.848 19.193 10.569 0.3 0.7 -1.1 -0.28
O 25.571 17.519 9.242 0.7 -0.9 -1.5 -0.25
F 27.522 17.031 10.756 0.4 -1.5 -0.9 -0.16
N 16.786 24.464 13.647 -0.9 -0.9 2.3 -0.30
S 15.635 24.966 14.602 0.7 -0.6 -0.6 0.43
O 16.173 25.544 15.766 0.7 0.7 0.8 -0.26
O 14.467 24.173 14.783 -0.5 -1.0 -0.1 -0.28
F 15.138 26.055 13.655 -1.2 2.3 -0.3 -0.15
S 16.352 23.854 12.288 1.0 1.5 -1.8 0.46
O 15.901 24.831 11.339 -0.5 -0.5 0.2 -0.28
O 15.763 22.560 12.245 -0.4 -0.6 0.4 -0.29
F 17.836 23.642 11.884 1.1 -0.9 -0.9 -0.18
N 16.657 16.177 8.807 1.2 0.2 2.2 -0.35
S 15.933 15.573 7.576 -4.5 1.1 -1.1 0.53
O 14.953 16.620 7.121 2.0 -2.8 1.4 -0.34
O 15.515 14.181 7.650 1.0 2.1 -0.1 -0.28
F 16.989 15.706 6.455 1.0 -0.6 -0.2 -0.15
S 17.234 15.681 10.189 3.3 -2.0 -0.3 0.69
O 16.351 14.981 11.109 1.0 1.0 -1.5 -0.28
O 18.184 16.660 10.790 -2.3 -2.1 -1.8 -0.31
F 18.382 14.332 9.577 -2.2 2.5 1.3 -0.33
N 19.250 10.052 16.671 0.2 2.5 0.7 -0.28
S 18.631 11.549 17.150 -2.4 -4.0 -0.4 0.56
O 19.224 12.714 16.631 1.0 1.3 0.1 -0.30
O 18.164 11.452 18.503 0.9 0.2 -0.8 -0.28
F 17.236 11.498 16.324 0.7 0.0 0.3 -0.21
S 20.544 10.080 15.749 -4.8 0.3 -3.2 0.46
O 21.596 9.367 16.280 3.8 -1.1 2.2 -0.25
O 20.677 11.286 14.984 0.6 -0.2 -0.1 -0.31
F 20.192 9.020 14.566 -0.8 0.5 0.4 -0.21
N 18.906 19.405 19.479 3.7 -0.3 1.6 -0.29
S 17.544 18.882 19.826 -3.6 0.7 -1.5 0.42
O 17.163 17.653 19.216 0.0 -1.0 -0.6 -0.29
O 16.658 19.998 19.529 -0.1 -0.7 1.2 -0.33
F 17.443 18.477 21.338 0.2 0.8 0.5 -0.15
S 20.270 18.872 20.219 -2.2 0.4 -4.0 0.52
O 20.296 19.042 21.604 0.3 -0.1 1.7 -0.24
O 21.248 19.395 19.337 1.4 -0.4 0.5 -0.28
F 20.174 17.279 19.938 0.4 0.9 0.4 -0.19
```
Forces are in eV/Å.

For the HOMO energy, the calculation gives -5.35 eV. Its total charge is -2. Its spin multiplicity is 1. The value obtained for the lowest unoccupied orbital energy is 3.0 eV. As for the orbital gap: 8.32 eV.

=====

# 2
A molecular structure, C35H36BF3FeO2S at a distorted geometry. Source: the Open Molecules 2025 dataset; level of theory: ωB97M-V with the def2-TZVPD basis set.

Structure (XYZ):
```
79
Properties=species:S:1:pos:R:3:forces:R:3:lowdin_spin:R:1
C -4.324 6.018 1.688 -0.3 0.4 -0.1 0.02
C -3.459 4.914 2.136 1.0 -0.7 0.2 0.08
C -3.164 4.547 3.435 0.1 -0.9 -0.4 0.02
C -2.450 3.299 3.498 0.1 1.2 -0.2 0.09
C -2.189 2.779 2.246 -0.1 1.8 0.2 0.26
B -1.790 1.220 1.864 0.2 0.1 0.5 0.11
C -0.195 1.544 1.908 -1.0 0.0 0.0 0.12
C 0.421 1.796 3.129 0.7 0.7 0.7 0.06
C 1.707 2.344 3.172 -0.3 -0.3 -0.3 -0.01
C 2.350 2.591 1.956 0.3 0.2 0.1 0.05
C 3.714 3.231 1.922 0.5 -0.2 -0.1 0.01
F 4.399 2.822 0.798 -0.3 0.7 1.2 0.00
F 3.644 4.598 1.884 0.3 -1.1 0.1 0.00
F 4.471 2.882 3.014 -0.6 0.5 -1.0 0.00
C 1.762 2.290 0.731 -0.5 -0.4 -0.1 0.00
C 0.473 1.751 0.715 0.7 0.8 -0.6 0.06
O -2.331 0.589 3.008 0.1 -1.1 -0.2 0.06
C -3.448 -0.136 2.537 -0.5 -0.7 -0.5 0.00
C -3.098 -1.589 2.548 0.1 -0.4 0.1 0.01
C -4.624 0.040 3.476 -0.3 0.3 0.0 0.00
C -3.692 0.346 1.035 0.2 -0.7 0.4 0.00
C -4.021 -0.782 0.051 -0.3 0.1 0.1 0.00
C -4.761 1.409 1.046 -0.4 0.3 -0.3 0.00
O -2.425 0.868 0.648 0.5 -0.3 0.3 0.04
S -2.715 3.830 0.982 0.0 0.6 0.8 0.02
H -4.669 6.541 2.585 -0.1 0.1 -0.3 0.00
H -3.776 6.710 1.037 -0.2 0.0 0.1 0.00
H -5.192 5.640 1.129 0.2 0.2 0.2 0.00
H -3.473 5.098 4.327 -0.1 -0.2 -0.4 0.00
H -2.157 2.849 4.445 -0.1 0.0 -0.4 0.00
H -0.123 1.643 4.066 0.2 0.0 -0.4 0.00
H 2.203 2.574 4.119 -0.2 -0.1 -0.4 0.00
H 2.298 2.481 -0.200 -0.2 -0.1 0.3 0.00
H -0.024 1.564 -0.238 0.1 0.0 0.3 0.00
H -3.936 -2.185 2.189 0.2 0.2 0.1 0.00
H -2.204 -1.789 1.938 -0.6 0.0 0.3 0.01
H -2.896 -1.882 3.577 -0.2 0.1 -0.3 0.00
H -5.433 -0.616 3.123 0.0 0.2 0.3 0.00
H -4.327 -0.258 4.486 0.0 -0.1 -0.1 0.00
H -4.983 1.073 3.519 0.0 -0.2 0.1 0.00
H -4.934 -1.293 0.385 0.1 0.0 -0.2 0.00
H -4.200 -0.359 -0.946 0.0 0.0 0.2 0.00
H -3.213 -1.523 -0.040 -0.2 0.3 0.2 0.00
H -5.732 0.922 1.186 0.0 0.2 0.0 0.00
H -4.601 2.117 1.865 -0.2 -0.1 -0.3 0.00
H -4.776 1.972 0.114 0.0 -0.1 -0.1 0.00
C -3.157 -5.821 2.351 0.1 -0.7 -1.5 0.01
C -3.288 -4.602 1.573 -0.3 -0.6 -1.9 0.02
C -2.286 -4.612 0.516 -2.3 -1.7 -0.7 0.06
C -1.561 -5.870 0.617 -1.5 -0.3 -0.2 -0.01
C -2.104 -6.614 1.744 -1.5 -0.7 -1.6 0.06
Fe -1.436 -4.832 2.290 -0.9 0.2 0.5 1.71
C 0.061 -5.460 3.420 1.0 0.5 1.2 0.06
C -0.999 -4.829 4.184 1.9 0.4 0.7 0.01
C -1.107 -3.466 3.708 1.9 1.1 0.1 0.04
C -0.221 -3.245 2.560 0.9 -0.5 3.2 0.14
C 0.052 -1.996 1.825 0.2 -1.5 -1.0 0.57
C 1.425 -1.578 1.793 1.3 0.5 0.2 0.05
C 2.144 -1.479 0.571 -0.5 0.3 0.3 0.07
C 3.423 -0.941 0.535 0.4 0.0 0.3 -0.01
C 4.012 -0.480 1.725 0.0 -0.2 0.0 0.07
C 3.346 -0.648 2.950 0.4 0.0 -0.3 -0.01
C 2.098 -1.247 2.999 -0.4 0.2 -0.4 0.07
C 0.482 -4.538 2.374 0.5 1.3 1.3 0.00
H -3.801 -6.126 3.174 0.4 0.2 -0.2 0.00
H -4.113 -3.900 1.638 0.5 -0.2 0.2 0.00
H -2.194 -3.885 -0.287 0.2 -0.1 0.4 0.01
H -0.805 -6.218 -0.083 -0.1 0.2 0.4 0.00
H -1.831 -7.628 2.031 0.1 0.5 0.0 0.01
H 0.491 -6.448 3.627 -0.4 0.5 -0.5 0.01
H -1.581 -5.248 5.014 0.4 0.2 -0.5 0.00
H -1.540 -2.649 4.287 -0.2 -0.6 -0.5 0.00
H -0.473 -1.857 0.871 -0.1 0.1 0.3 0.03
H 1.659 -1.813 -0.351 0.1 0.2 0.3 0.00
H 3.969 -0.885 -0.421 -0.3 0.0 0.6 0.00
H 5.007 -0.012 1.721 -0.5 -0.2 -0.1 0.00
H 3.833 -0.286 3.862 -0.2 -0.2 -0.3 0.00
H 1.564 -1.372 3.947 0.2 0.1 -0.3 0.00
H 1.293 -4.678 1.658 -0.4 -0.2 0.1 0.00
```
Forces are in eV/Å.

For the HOMO energy (alpha / beta), the calculation gives -5.41 / -8.16 eV. Its total charge is 0. Its spin multiplicity is 5. The value obtained for the lowest unoccupied orbital energy (alpha / beta) is 0.5 / -2.8 eV. As for the orbital gap (alpha / beta): 5.89 / 5.37 eV.